1.
11
Properties=species:S:1:pos:R:3 method="wB97M-V/def2-TZVPD" orbital_gap_ha="0.2728 / 0.2728" total_charge=+1 e_lumo_ev="-6.74 / -6.74" homo_energy_ev="-14.2 / -14.2" total_energy_ha=-567.3664 relative_energy_kj_mol=503.0
C 0.243 0.494 0.289
N 0.418 0.981 1.513
N 0.776 -1.844 0.620
O -0.968 0.138 -2.189
P -0.834 1.186 -0.977
H 0.791 0.347 2.119
H -0.165 1.779 1.899
H 1.092 -2.087 -0.316
H -0.049 -2.324 1.017
H -1.624 -0.508 -2.293
H 0.320 1.837 -1.684

=====

2.
49
Properties=species:S:1:pos:R:3 method="wB97M-V/def2-TZVPD" orbital_gap_ha="0.2815 / 0.1840" total_charge=+2 s_squared=6.0762 e_lumo_ev="-6.79 / -10.02" homo_energy_ev="-14.5 / -15.0" total_energy_ha=-2812.0850 multiplicity=5 relative_energy_kj_mol=0.0
Pd -0.793 0.160 0.192
C -0.915 -0.260 4.610
C -1.239 -0.192 3.251
N -0.330 -0.024 2.309
C 0.975 0.060 2.643
C 1.382 0.049 3.986
C 0.398 -0.128 4.982
C 2.754 0.253 4.289
C 3.656 0.499 3.278
C 3.263 0.484 1.942
C 1.939 0.186 1.575
N 1.435 0.039 0.332
C 2.084 -0.115 -0.864
C 3.434 -0.390 -1.056
C 3.993 -0.466 -2.337
C 3.216 -0.299 -3.450
C 1.818 -0.109 -3.316
C 0.970 -0.026 -4.439
C -0.382 0.085 -4.251
C -0.878 0.100 -2.948
N -0.110 0.041 -1.868
C 1.246 -0.044 -2.031
H -1.706 -0.394 5.332
H -2.271 -0.268 2.934
H 0.691 -0.149 6.024
H 3.066 0.261 5.325
H 4.688 0.716 3.512
H 4.005 0.750 1.209
H 4.090 -0.596 -0.229
H 5.050 -0.668 -2.432
H 3.643 -0.356 -4.443
H 1.397 -0.067 -5.432
H -1.071 0.146 -5.080
H -1.942 0.170 -2.783
F -1.876 -2.565 -2.025
C -3.134 -2.521 -1.590
F -3.920 -2.054 -2.533
F -3.514 -3.713 -1.206
S -3.237 -1.415 -0.094
O -2.021 -1.648 0.709
O -4.503 -1.616 0.489
N -2.945 0.053 -0.736
S -3.432 1.375 0.093
O -2.414 1.475 1.154
O -4.804 1.456 0.389
C -3.019 2.700 -1.151
F -1.692 2.740 -1.323
F -3.435 3.837 -0.648
F -3.610 2.446 -2.295

=====

3.
120
Properties=species:S:1:pos:R:3 method="wB97M-V/def2-TZVPD" orbital_gap_ha=0.3197 total_charge=+1 e_lumo_ev=-2.86 homo_energy_ev=-11.6 total_energy_ha=-22924.8545
C 5.897 -0.727 -0.578
C 4.489 -1.170 -0.176
O 4.082 -0.533 1.028
C 2.937 0.250 0.935
C 1.760 -0.458 1.580
O 0.529 0.146 1.227
C -0.175 0.726 2.297
C -1.674 0.731 2.014
C -2.284 -0.554 2.539
C -1.780 -1.833 1.882
O -1.348 -2.744 2.881
C -0.401 -3.662 2.426
C -0.945 -4.689 1.477
F -0.016 -5.641 1.324
F -2.031 -5.272 1.938
F -1.203 -4.214 0.259
C -2.241 1.923 2.844
C -1.731 2.083 4.274
C -2.752 2.889 5.067
C -1.908 3.149 1.929
C -2.915 4.293 1.852
C -2.765 5.167 0.608
C -1.345 5.721 0.393
C -1.091 6.026 -1.102
C -0.422 4.806 -1.760
C 0.345 5.107 -3.032
C 0.748 3.775 -3.698
C -0.310 3.256 -4.643
C 0.213 2.123 -5.473
O 0.571 1.025 -4.636
C 0.428 -0.200 -5.347
C -1.475 2.564 0.560
N -2.087 1.188 0.674
C -2.098 0.242 -0.468
O -3.031 -0.522 -0.507
N -1.092 0.296 -1.430
C -1.688 -0.066 -2.687
O -1.626 -1.171 -3.209
F -2.371 0.946 -3.213
H 6.636 -1.470 -0.334
H 6.119 0.237 -0.148
H 5.905 -0.638 -1.655
H 3.816 -0.980 -1.001
H 4.533 -2.234 0.005
H 3.123 1.160 1.498
H 2.681 0.566 -0.072
H 1.936 -0.488 2.649
H 1.771 -1.485 1.232
H -0.035 0.211 3.232
H 0.203 1.732 2.452
H -2.064 -0.631 3.590
H -3.364 -0.560 2.472
H -2.596 -2.280 1.327
H -0.977 -1.670 1.167
H -0.051 -4.204 3.289
H 0.468 -3.164 2.012
H -3.319 1.772 2.917
H -0.832 2.678 4.225
H -1.544 1.140 4.762
H -3.034 3.775 4.523
H -2.370 3.199 6.024
H -3.653 2.298 5.160
H -1.005 3.614 2.297
H -2.741 4.936 2.701
H -3.940 3.953 1.947
H -3.417 6.021 0.709
H -3.088 4.643 -0.284
H -0.584 5.043 0.752
H -1.234 6.650 0.932
H -2.051 6.186 -1.570
H -0.498 6.921 -1.207
H -1.218 4.119 -2.033
H 0.221 4.327 -1.039
H -0.246 5.694 -3.720
H 1.267 5.620 -2.803
H 0.924 3.061 -2.903
H 1.666 3.936 -4.241
H -0.554 4.056 -5.334
H -1.217 2.973 -4.129
H -0.557 1.811 -6.170
H 1.105 2.444 -5.996
H -0.622 -0.455 -5.473
H 0.952 -0.113 -6.288
H 0.861 -0.962 -4.720
H -1.995 3.006 -0.269
H -0.412 2.560 0.454
H -3.076 1.413 0.808
H -0.705 1.238 -1.495
Br 0.915 -7.453 5.487
C 2.117 -6.963 4.040
C 3.139 -5.951 4.485
Br 2.362 -4.171 4.645
H 1.497 -6.604 3.226
H 2.606 -7.887 3.742
H 3.928 -5.856 3.742
H 3.577 -6.186 5.448
Br 9.393 -1.743 0.640
C 9.977 -0.453 1.972
C 8.952 0.631 2.176
Br 8.959 1.916 0.715
H 10.936 -0.071 1.640
H 10.112 -1.023 2.888
H 9.181 1.208 3.068
H 7.942 0.242 2.245
Br -6.742 -6.109 0.988
C -5.651 -5.533 -0.513
C -4.584 -4.564 -0.081
Br -5.321 -2.790 0.254
H -6.326 -5.113 -1.250
H -5.199 -6.439 -0.908
H -3.849 -4.425 -0.870
H -4.082 -4.871 0.829
Br -2.198 -5.230 -7.092
C -2.227 -3.756 -5.825
C -3.371 -2.815 -6.091
Br -3.019 -1.669 -7.625
H -1.261 -3.269 -5.887
H -2.337 -4.219 -4.847
H -3.506 -2.137 -5.251
H -4.304 -3.330 -6.292

=====

4.
59
Properties=species:S:1:pos:R:3 method="wB97M-V/def2-TZVPD" orbital_gap_ha=0.3325 total_charge=0 smiles="CC(=O)N[C@@H](Cc1cccc(F)c1)C(=O)NC1CCN(C(=O)c2cccc(C)c2)CC1" e_lumo_ev=0.46 homo_energy_ev=-8.6 total_energy_ha=-1420.5468 relative_energy_kj_mol=1947.7
C -5.436 -0.868 3.035
C -5.137 -1.052 1.457
O -6.024 -1.217 0.656
N -3.956 -0.901 1.034
C -3.642 -1.116 -0.253
C -4.113 0.138 -1.146
C -3.274 1.256 -0.769
C -3.521 2.226 0.234
C -2.632 3.056 0.773
C -1.558 3.450 0.051
C -1.181 2.764 -1.136
F -0.060 3.219 -1.952
C -2.215 1.822 -1.611
C -2.149 -1.284 -0.115
O -1.448 -0.879 0.601
N -1.570 -1.519 -1.544
C -0.147 -1.562 -1.639
C 0.324 -2.809 -0.880
C 1.947 -3.015 -0.966
N 2.619 -1.886 -0.860
C 3.413 -1.825 0.443
O 3.836 -2.933 1.021
C 3.992 -0.486 0.704
C 3.339 0.621 1.195
C 3.744 1.791 1.713
C 5.047 2.026 1.209
C 5.785 1.184 0.829
C 7.335 1.574 0.135
C 5.353 -0.030 0.401
C 2.179 -0.793 -1.687
C 0.696 -0.618 -1.393
H -6.563 -1.044 3.122
H -4.992 -1.613 3.542
H -5.118 0.213 3.284
H -3.238 -0.841 1.558
H -4.189 -1.862 -0.478
H -4.965 0.267 -0.889
H -3.820 0.038 -2.019
H -4.554 1.932 0.959
H -3.000 3.812 1.570
H -0.987 4.426 0.252
H -1.773 1.142 -2.337
H -2.100 -1.828 -2.212
H 0.116 -2.111 -2.552
H -0.086 -4.009 -1.119
H 0.135 -2.520 0.362
H 2.322 -3.843 -0.062
H 2.098 -3.362 -2.024
H 2.218 0.396 1.446
H 3.193 2.442 2.161
H 5.428 2.957 1.674
H 7.988 1.497 1.294
H 7.797 0.447 -0.244
H 7.458 2.522 -0.169
H 5.908 -0.846 0.041
H 2.824 0.161 -1.298
H 2.428 -1.026 -2.782
H 0.380 0.249 -2.034
H 0.571 0.023 -0.307

=====

5.
12
Properties=species:S:1:pos:R:3 method="wB97M-V/def2-TZVPD" orbital_gap_ha=0.3482 total_charge=0 e_lumo_ev=0.97 homo_energy_ev=-8.5 total_energy_ha=-248.4318 relative_energy_kj_mol=248.5
C -1.394 0.027 -0.203
N -0.204 -0.098 0.664
C 0.908 -1.648 0.153
O 0.639 -1.806 -0.964
C 1.087 0.716 0.619
H -1.153 -0.266 -1.233
H -1.833 1.030 -0.190
H -2.194 -0.671 0.118
H -0.473 -0.219 1.629
H 0.832 1.764 0.524
H 1.833 0.473 -0.172
H 1.655 0.551 1.553

=====

6.
51
Properties=species:S:1:pos:R:3 method="wB97M-V/def2-TZVPD" orbital_gap_ha="0.1885 / 0.1887" total_charge=0 e_lumo_ev="-2.69 / -2.69" homo_energy_ev="-7.8 / -7.8" total_energy_ha=-2700.0496 relative_energy_kj_mol=117.4
Pt -1.116 -0.343 0.430
N -2.995 3.432 1.599
C -2.232 2.360 1.283
S -2.719 1.430 -0.101
N -1.185 2.143 2.002
N -0.483 1.004 1.852
C 0.643 0.940 2.499
C 1.516 -0.149 2.665
C 2.522 0.003 3.646
C 3.354 -1.019 3.993
C 3.259 -2.249 3.310
C 2.353 -2.414 2.306
C 1.424 -1.390 1.944
O 0.581 -1.636 1.023
H -3.715 3.735 0.973
H -2.720 4.017 2.368
H 0.903 1.841 3.044
H 2.587 0.949 4.170
H 4.075 -0.886 4.787
H 3.917 -3.062 3.588
H 2.283 -3.346 1.763
O 2.722 0.603 -0.415
C 1.689 0.663 -1.052
O 0.491 0.891 -0.643
C 1.803 0.550 -2.596
C 2.535 1.486 -3.308
C 2.526 1.437 -4.696
C 1.816 0.480 -5.387
C 1.105 -0.458 -4.656
C 1.089 -0.431 -3.262
N 0.308 -1.433 -5.358
O 0.167 -1.323 -6.559
O -0.217 -2.319 -4.702
N 3.279 2.436 -5.461
O 3.324 2.295 -6.668
O 3.804 3.339 -4.844
H 3.096 2.258 -2.803
H 1.802 0.459 -6.465
H 0.505 -1.155 -2.718
N -3.803 -1.609 -3.960
N -3.100 -1.858 -2.828
N -3.080 -3.047 -2.273
C -2.381 -2.828 -1.176
N -2.014 -1.545 -1.102
N -2.482 -0.934 -2.173
H -3.763 -2.396 -4.592
H -3.521 -0.736 -4.381
H -2.151 -3.575 -0.439
S -2.532 -1.651 2.087
C -1.431 -1.512 3.319
N -0.696 -1.409 4.207